No. 1
The following is a DFT calculation (wB97M-V/def2-TZVPD) of C17H14F3N2ORuS as an isolated structure in a non-equilibrium geometry.

Calculated values
* DFT total energy: -44445.05328 eV
* multiplicity: 5
* HOMO energy (alpha / beta): -11.26 / -11.67 eV
* ΔE to the lowest compared entry with this formula, charge and spin: 16.3 kJ/mol
* <S²>: 6.066
* HOMO-LUMO gap (alpha / beta): 8.30 / 5.75 eV
* charge: +1

Last column: Löwdin charge in e.
Atoms and positions in Å:
Ru: 0.1513 0.0519 -0.1407  1.25
N: -3.8736 -1.4859 -0.2742  0.21
C: -2.6996 -0.8542 -0.2946  -0.52
O: -1.6614 -1.4403 0.0588  -0.06
C: -2.6895 0.5769 -0.7817  -0.20
C: -1.5312 1.3722 -0.1866  -0.23
H: -3.9110 -2.4562 -0.0058  0.13
H: -4.7194 -1.0366 -0.5766  0.12
H: -3.6506 1.0486 -0.5596  0.12
H: -2.5826 0.5359 -1.8689  0.12
H: -1.7146 1.5978 0.8666  0.05
H: -1.3755 2.2984 -0.7306  0.06
F: 4.3783 -1.2170 2.6899  0.15
C: 3.9256 -0.0942 3.2696  -0.61
F: 4.4804 0.9495 2.6335  0.15
F: 4.3596 -0.0812 4.5366  0.15
C: 2.4208 -0.0234 3.2160  -0.10
C: 1.6642 0.0135 4.3739  0.04
C: 0.2764 0.0739 4.2901  -0.02
C: -0.3070 0.1100 3.0444  -0.10
N: 0.4193 0.0818 1.9239  -0.15
C: 1.7669 0.0006 1.9822  -0.66
S: 2.4802 -0.0813 0.3935  0.69
H: 2.1584 -0.0071 5.3355  0.14
H: -0.3384 0.0948 5.1771  0.12
H: -1.3821 0.1608 2.9266  0.12
C: 0.1561 0.0771 -2.0551  -0.16
C: 0.1192 0.0463 -3.2959  -0.01
C: 0.0901 0.0307 -4.6939  -0.24
C: -0.6329 -0.9607 -5.3852  -0.01
C: -0.6543 -0.9554 -6.7621  -0.05
C: 0.0401 0.0235 -7.4690  -0.04
C: 0.7608 1.0047 -6.7936  -0.05
C: 0.7911 1.0173 -5.4166  -0.01
H: -1.1598 -1.7191 -4.8217  0.12
H: -1.2078 -1.7158 -7.2960  0.12
H: 0.0220 0.0203 -8.5504  0.12
H: 1.2993 1.7597 -7.3501  0.12
H: 1.3466 1.7700 -4.8741  0.13

***

No. 2
The following is a DFT calculation (wB97M-V/def2-TZVPD) of C18H64AlN32O22 as an isolated structure in a non-equilibrium geometry.

Calculated values
* DFT total energy: -119037.39543 eV
* multiplicity: 1
* HOMO energy: -6.08 eV
* HOMO-LUMO gap: 3.57 eV
* charge: -1

Last column: Löwdin charge in e.
Atoms and positions in Å:
Al: 0.6639 0.3090 -0.3598  1.36
C: 0.6918 -2.9272 -1.9591  -1.05
O: -0.0854 -2.1587 -2.4811  0.04
O: 0.9420 -4.0661 -2.3450  0.10
O: 1.3473 -2.4911 -0.9975  0.05
C: -1.3614 -0.2019 2.3511  -1.07
O: -1.8228 -0.5016 3.4138  -0.04
O: -1.0260 0.9420 2.0804  -0.07
O: -1.2618 -1.0782 1.4336  -0.05
C: -4.9035 1.6608 0.3916  -0.81
O: -5.5453 1.9802 -0.5923  0.00
N: -5.0444 2.2095 1.5504  0.19
N: -4.0924 0.6433 0.3367  0.22
H: -4.4610 2.0277 2.3546  0.09
H: -5.6232 3.0369 1.5281  0.12
H: -4.0962 0.0084 -0.4487  0.09
H: -3.5439 0.3506 1.1327  0.09
C: -4.0968 -2.5758 -1.4727  -0.73
O: -5.0778 -2.2553 -0.8136  0.02
N: -2.8334 -2.3797 -1.1450  0.20
N: -4.1543 -2.8302 -2.7594  0.15
H: -2.0407 -2.5901 -1.7345  0.08
H: -2.7408 -1.8357 -0.2991  0.07
H: -3.3137 -2.9728 -3.3008  0.10
H: -5.0606 -2.8345 -3.2052  0.11
C: 3.6823 2.6094 -1.8387  -0.75
O: 2.5801 2.1056 -1.5475  -0.05
N: 3.9155 3.7995 -2.3178  0.19
N: 4.7144 1.9053 -1.6193  0.19
H: 3.1417 4.4019 -2.5596  0.11
H: 4.8965 4.0394 -2.3257  0.11
H: 5.5982 2.2044 -2.0058  0.12
H: 4.5099 1.0104 -1.1981  0.06
C: 2.2046 -1.3596 3.0437  -0.76
O: 1.9829 -0.8857 1.9397  0.01
N: 1.4554 -1.7576 4.0202  0.20
N: 3.4243 -1.5569 3.4339  0.16
H: 0.5329 -1.3472 3.9906  0.10
H: 1.7549 -2.2121 4.8710  0.13
H: 3.6326 -1.9013 4.3603  0.11
H: 4.2728 -1.3830 2.9144  0.10
C: -4.9143 -1.9928 2.8338  -0.78
O: -6.1005 -2.0489 2.7366  0.04
N: -4.0056 -2.3286 1.8965  0.19
N: -4.3714 -1.4392 3.8750  0.16
H: -4.4613 -2.4272 1.0005  0.05
H: -3.0548 -1.9957 1.9689  0.05
H: -3.4579 -1.0141 3.8061  0.03
H: -5.0161 -1.1174 4.5828  0.11
C: -1.0387 4.0764 -0.3876  -0.76
O: -0.1719 3.2184 -0.4591  0.00
N: -2.2897 3.8247 -0.4836  0.22
N: -0.7225 5.3288 -0.0850  0.17
H: -2.4790 2.8368 -0.3920  0.10
H: -2.9963 4.5371 -0.3678  0.13
H: -1.4824 5.9941 -0.0961  0.10
H: 0.2265 5.6515 0.0385  0.11
C: 0.2351 2.9141 -4.2856  -0.75
O: 0.4263 1.8338 -3.7053  0.00
N: 0.4329 3.9705 -3.6098  0.18
N: -0.2907 3.1106 -5.4634  0.19
H: 0.6698 3.9616 -2.6280  0.09
H: 0.0735 4.8197 -4.0218  0.11
H: -0.1485 2.3648 -6.1295  0.06
H: -0.4127 4.0875 -5.6888  0.11
C: -1.2145 -4.3581 3.9732  -0.86
O: -1.1263 -5.5574 4.1988  0.02
N: -1.7219 -3.5175 4.7658  0.18
N: -1.0222 -3.8311 2.8510  0.20
H: -2.0292 -2.5594 4.6777  0.09
H: -2.0141 -4.0358 5.5820  0.12
H: -0.6628 -4.3991 2.0971  0.10
H: -1.0480 -2.8218 2.8243  0.07
C: 3.3609 2.7035 1.8157  -0.87
O: 2.5242 1.9920 1.4038  0.06
N: 4.4778 2.3753 2.3793  0.19
N: 3.3210 3.9418 1.6245  0.19
H: 5.1549 3.0903 2.6043  0.11
H: 4.5542 1.4091 2.6635  0.11
H: 2.5013 4.2739 1.1367  0.12
H: 4.1156 4.5511 1.7561  0.12
C: 1.0322 -5.6876 0.9287  -0.83
O: 0.9748 -6.5039 1.8520  0.01
N: 0.7629 -6.0178 -0.2635  0.19
N: 1.2530 -4.4383 1.1184  0.18
H: 0.4286 -6.9648 -0.3712  0.13
H: 0.5893 -5.2418 -0.8862  0.07
H: 1.1111 -3.8284 0.3260  0.07
H: 1.3316 -4.0508 2.0478  0.11
C: 0.5069 -0.0925 -6.8849  -0.79
O: 0.6541 1.0484 -7.1368  0.06
N: 0.3111 -0.6301 -5.7248  0.19
N: 0.3121 -0.9677 -7.8460  0.16
H: 0.2541 -0.0360 -4.9100  0.07
H: -0.4661 -1.2697 -5.8084  0.11
H: 0.0562 -1.9209 -7.6314  0.11
H: 0.4273 -0.6473 -8.7969  0.12
C: 1.3324 2.6982 4.6546  -0.84
O: 2.1194 3.3901 5.2519  0.02
N: 0.5587 3.0079 3.6994  0.20
N: 1.3390 1.4107 4.7736  0.18
H: 0.5883 3.9531 3.3448  0.13
H: -0.0948 2.2972 3.4029  0.07
H: 2.0310 1.0781 5.4298  0.12
H: 0.6444 0.9131 4.2350  0.09
C: 3.6310 -1.5724 -4.2793  -0.79
O: 4.2919 -0.9413 -5.0482  0.04
N: 3.8811 -2.8011 -3.8753  0.16
N: 2.6141 -1.1465 -3.5846  0.19
H: 4.7838 -3.1807 -4.1222  0.11
H: 3.1331 -3.2926 -3.4071  0.09
H: 2.3965 -0.1626 -3.6533  0.11
H: 2.3353 -1.5914 -2.7218  0.06
C: 4.7013 -1.1621 -0.1923  -0.74
O: 3.8073 -0.4569 -0.6472  -0.01
N: 4.6585 -2.4580 -0.3262  0.21
N: 5.7027 -0.7127 0.5049  0.19
H: 3.8049 -2.8092 -0.7363  0.11
H: 5.3546 -3.0810 0.0577  0.12
H: 5.9075 0.2745 0.5643  0.11
H: 6.4180 -1.3603 0.8033  0.11
C: -2.7414 2.7599 4.6577  -0.84
O: -2.8689 3.5912 5.4903  0.05
N: -2.8859 1.4705 4.8483  0.18
N: -2.4679 3.0076 3.4149  0.15
H: -2.5241 0.8797 4.1133  0.04
H: -3.3094 1.2967 5.7486  0.12
H: -2.1640 2.1718 2.9360  0.05
H: -2.2471 3.9617 3.1678  0.12
C: -2.5423 0.5369 -2.7853  -0.82
O: -1.8287 0.4968 -1.8429  0.00
N: -2.3281 -0.1639 -3.8601  0.20
N: -3.3907 1.4999 -2.8987  0.21
H: -2.7337 -0.0348 -4.7761  0.12
H: -1.6311 -0.8476 -3.6015  0.08
H: -3.5146 2.1008 -2.0964  0.08
H: -3.8812 1.6625 -3.7665  0.12

***

No. 3
The following is a DFT calculation (wB97M-V/def2-TZVPD) of an isolated molecule of C18H16BrN3O5S.

Calculated values
* DFT total energy: -114512.05799 eV
* multiplicity: 1
* HOMO energy: -9.00 eV
* HOMO-LUMO gap: 8.91 eV
* charge: 0

Last column: Löwdin charge in e.
Atoms and positions in Å:
C: 6.0905 -2.5212 -0.9031  -0.06
C: 5.0388 -1.9282 -1.8212  -0.22
H: 5.3243 -0.9275 -2.1650  0.13
H: 4.8796 -2.5564 -2.7051  0.13
O: 3.8113 -1.8338 -1.0980  -0.01
C: 2.7943 -1.2456 -1.7341  -0.45
O: 2.8762 -0.8101 -2.8582  0.11
C: 1.5651 -1.1781 -0.9065  -0.12
C: 0.3955 -0.7111 -1.4993  0.00
C: -0.7626 -0.5868 -0.7620  0.00
C: -0.7645 -0.9297 0.5885  -0.15
C: 0.3922 -1.4302 1.1786  0.02
C: 1.5497 -1.5482 0.4346  0.01
H: 2.4506 -1.9218 0.8945  0.12
H: 0.3941 -1.7029 2.2201  0.11
N: -1.9292 -0.7136 1.3678  0.11
C: -3.2254 -0.7339 0.8618  -0.41
O: -3.5375 -0.9941 -0.2675  0.12
C: -4.1680 -0.4054 2.0039  -0.02
H: -4.9993 0.2116 1.6673  0.13
H: -4.5729 -1.3377 2.4002  0.14
C: -3.2661 0.2808 3.0155  -0.21
N: -3.2543 1.7368 2.7850  0.03
N: -2.9338 2.0788 1.4647  0.04
C: -1.6379 2.2402 1.0728  -0.50
O: -0.7214 2.1052 1.8610  0.09
C: -1.4245 2.5404 -0.3431  -0.45
C: -0.1932 2.6307 -0.9379  -0.10
C: -0.2559 2.8363 -2.3250  -0.19
C: -1.5435 2.8977 -2.7709  -1.04
S: -2.7035 2.7065 -1.5047  1.03
Br: -2.1087 3.1615 -4.5373  0.73
H: 0.6003 2.9262 -2.9677  0.11
H: 0.7186 2.5386 -0.3769  0.13
H: -3.7142 2.2658 0.8528  0.12
H: -2.5417 2.1529 3.3890  0.14
H: -3.5483 0.1360 4.0591  0.16
C: -1.8959 -0.3274 2.7122  -0.37
O: -0.9754 -0.4300 3.4696  0.13
H: -1.6625 -0.2337 -1.2364  0.10
H: 0.4154 -0.4394 -2.5437  0.12
H: 7.0336 -2.6050 -1.4350  0.08
H: 6.2285 -1.8862 -0.0321  0.08
H: 5.7817 -3.5079 -0.5685  0.08

***

No. 4
The following is a DFT calculation (wB97M-V/def2-TZVPD) of a 2-piece molecular cluster, C6H11Cl3Si2 overall in a non-equilibrium geometry.

Calculated values
* DFT total energy: -59722.47180 eV
* multiplicity: 1
* HOMO energy: -9.62 eV
* HOMO-LUMO gap: 9.18 eV
* charge: 0

Last column: Löwdin charge in e.
Atoms and positions in Å:
C: 0.2589 0.6777 0.2013  -0.28
C: 1.2506 0.5301 0.8366  -0.11
C: -1.7532 2.1142 -1.6072  -0.20
C: -1.5869 -0.8632 -1.6206  -0.22
C: -3.0060 0.3988 0.8719  -0.17
C: 3.6334 -1.8929 1.0615  -0.76
Si: -1.4909 0.6022 -0.4565  0.52
Si: 3.6951 -0.0823 1.4899  -0.24
Cl: 2.6146 -2.9037 2.1743  0.47
Cl: 4.1602 0.2643 3.3852  0.39
Cl: 4.8811 0.8342 0.1208  0.34
H: -2.8620 2.2495 -1.7235  0.03
H: -1.5380 3.0947 -1.2260  0.01
H: -1.3825 1.9275 -2.6033  0.02
H: -0.8882 -0.7003 -2.3840  -0.01
H: -1.1080 -1.7529 -0.9679  0.08
H: -2.5736 -1.1328 -2.0178  0.03
H: -3.5722 -0.5418 0.8885  0.02
H: -2.6261 0.6716 1.8746  0.02
H: -3.8505 0.9306 0.5716  -0.03
H: 4.6735 -2.3404 1.0013  0.06
H: 3.0709 -2.0851 0.1294  0.03

***

No. 5
The following is a DFT calculation (wB97M-V/def2-TZVPD) of an isolated molecule of C4H7NO in a non-equilibrium geometry.

Calculated values
* DFT total energy: -7793.06354 eV
* multiplicity: 1
* HOMO energy: -9.00 eV
* ΔE to the lowest compared entry with this formula, charge and spin: 635.0 kJ/mol
* HOMO-LUMO gap: 9.90 eV
* charge: 0

Last column: Löwdin charge in e.
Atoms and positions in Å:
C: 3.2663 -0.1700 -0.1567  0.07
C: 2.1303 -0.3764 0.1756  -0.07
C: -1.1558 -0.8759 -0.6505  -0.08
C: -1.0996 1.1494 0.6183  -0.05
N: -0.2329 0.1240 -0.0282  -0.30
O: 0.7175 -0.5102 0.7804  -0.11
H: 4.2844 0.0119 -0.5065  0.04
H: -0.5586 -1.5145 -1.3110  0.08
H: -1.6272 -1.6038 0.0890  0.10
H: -1.9821 -0.3439 -1.0763  0.07
H: -2.0660 0.6844 0.7998  0.07
H: -0.6547 1.6080 1.4874  0.08
H: -1.0216 1.8172 -0.2212  0.08